# 1
A cluster of 2 separate species, C9H15NO3S in total in a non-equilibrium geometry. Source: OMol25; level of theory: wB97M-V/def2-TZVPD.

```
29
C9H15NO3S wB97M-V/def2-TZVPD
C -0.9402 -1.2906 3.1925
C -0.3927 -0.0650 3.1986
C -0.7371 1.0603 2.2945
S 0.7238 1.0863 1.0886
C 0.4271 -0.2627 0.0739
C 1.2801 -1.2799 -0.0465
C 2.5248 -1.4084 0.7838
C -0.8617 -0.2107 -0.7066
C -1.2088 -1.4229 -1.6558
O -1.6538 0.6812 -0.5908
H -0.5117 -2.0508 3.7103
H -1.8474 -1.5802 2.7304
H 0.6415 -0.0536 3.6966
H -0.7575 1.9983 2.7897
H -1.6596 1.0475 1.8073
H 1.0978 -2.1240 -0.6015
H 2.5483 -0.5888 1.4683
H 3.3544 -1.3982 0.0649
H 2.6351 -2.3613 1.4446
H -0.3517 -1.3579 -2.3150
H -2.0497 -1.2099 -2.3792
H -1.3218 -2.3506 -1.1621
C -1.0753 2.1422 -3.1518
N 0.0398 1.9540 -2.7023
O 0.7898 1.0191 -2.8328
O 0.6483 3.0193 -1.9818
H -1.4457 1.2363 -3.5011
H -1.4814 3.0839 -3.1288
H 1.5855 2.6871 -1.5881
```

Summary:
SMILES = C=CCS/C(=C\C)C(C)=O.C=[N+]([O-])O
ΔE to the lowest compared entry with this formula, charge and spin = 5.872 eV
Frontier orbital gap = 9.023 eV
Charge = 0
Electronic energy = -28037.730 eV
F_max = 6.5 eV/Å
Multiplicity = 1

---

# 2
An isolated molecule of C5H11N5O in a non-equilibrium geometry. Source: OMol25; level of theory: wB97M-V/def2-TZVPD.

```
22
C5H11N5O wB97M-V/def2-TZVPD
C -0.5736 1.1401 1.3403
C 0.1062 0.9059 -0.0620
C -0.1696 2.2015 -0.8982
N 1.4856 0.5013 -0.0370
C 1.6522 -0.7505 0.2843
N 2.8815 -1.0956 0.7412
N 0.7401 -1.7774 0.4723
C -0.4341 -1.5093 -0.0696
N -1.4417 -2.4373 -0.3168
N -0.6487 -0.2644 -0.6228
O -1.9673 -0.0924 -1.0848
H -0.5602 0.3270 2.0475
H -1.6384 1.5340 0.9144
H -0.0516 2.0139 1.7751
H 0.4857 2.9369 -0.4059
H -1.2291 2.7093 -0.7793
H 0.1871 1.9859 -1.8967
H 3.6047 -0.5281 0.3256
H 2.9413 -2.0218 0.3229
H -1.0892 -3.2837 0.1141
H -2.5046 -2.3500 -0.1151
H -1.7764 -0.1453 -2.0497
```

Summary:
SMILES = CC1(C)N=C(N)N=C(N)N1O
ΔE to the lowest compared entry with this formula, charge and spin = 1.165 eV
Frontier orbital gap = 9.127 eV
Charge = 0
Electronic energy = -14859.339 eV
F_max = 3.6 eV/Å
Multiplicity = 1

---

# 3
A structure of composition C20H42F6N2O10Zr in a non-equilibrium geometry. Source: OMol25; level of theory: wB97M-V/def2-TZVPD.

```
81
C20H42F6N2O10Zr wB97M-V/def2-TZVPD
Zr -0.1740 -1.3140 0.5506
C 2.5157 -2.3256 -1.3955
O 1.9146 -1.2776 -2.1675
O 1.5389 -2.4470 -0.3454
C 3.0643 -3.5931 -2.0796
F 3.5593 -4.4602 -1.1125
F 2.0862 -4.2331 -2.8029
F 4.0817 -3.3016 -2.8853
C 2.7395 -0.6382 -3.1348
C 1.9141 0.2957 -3.9800
H 1.1296 -0.1711 -4.5756
H 1.5178 1.1385 -3.4136
H 2.6679 0.7581 -4.6172
H 3.1334 -1.2338 -3.9584
H 3.5204 0.0513 -2.8142
H 3.3572 -1.7158 -1.0667
C 1.2836 2.0475 0.1246
O 0.6111 2.4805 -1.0267
O 0.8065 0.6934 0.2895
C 2.8555 2.2704 0.0897
F 3.5675 1.4188 0.7865
F 3.1751 2.2144 -1.2308
F 3.2206 3.4567 0.4855
C 0.8244 3.9202 -1.2874
C 0.4037 4.3048 -2.7482
H 0.5098 5.3559 -3.0164
H 1.0286 3.7387 -3.4389
H -0.6611 4.1345 -2.9072
H 1.8583 4.2596 -1.2235
H 0.2891 4.5754 -0.6002
H 0.9328 2.6515 0.9614
C -4.4211 -0.3918 2.1956
C -3.2400 0.3990 1.5965
C -2.9941 1.6895 2.3811
O -2.0527 -0.3215 1.3124
H -4.6214 -1.2394 1.5403
H -5.2595 0.3004 2.2737
H -4.3502 -0.8324 3.1901
H -3.6384 0.6445 0.6121
H -2.6404 1.3434 3.3523
H -3.9084 2.2770 2.4648
H -2.2854 2.3302 1.8564
O -2.0683 -5.0577 1.3494
C -1.4343 -3.8654 1.0799
O -1.4706 -3.1700 0.0662
O -0.6575 -3.2701 1.8057
H -1.5761 -5.3282 2.1279
C -1.8185 1.3901 -1.9036
C -1.9026 -0.1284 -2.0865
C -2.2026 -0.6299 -3.4893
O -2.0154 -2.0263 -3.5497
C -3.1723 -2.8226 -3.2400
N -0.8080 -0.8477 -1.5667
H -1.6426 1.7906 -0.9052
H -2.8290 1.7372 -2.1196
H -1.2173 1.9787 -2.5965
H -2.7559 -0.5230 -1.5348
H -1.4555 -0.2850 -4.2041
H -3.1558 -0.2429 -3.8494
H -3.9699 -2.5716 -3.9392
H -3.5639 -2.6587 -2.2360
H -3.0817 -3.9041 -3.3410
H -0.0952 -0.4520 -2.1629
H -1.0020 -1.6545 -2.1425
C -0.3761 -1.1294 4.3715
C 0.5816 -0.2117 3.5239
C 1.7296 0.3306 4.3879
O 2.4152 1.3831 3.7944
C 3.1092 2.2439 4.6491
N 1.0848 -1.1280 2.4790
H -0.8112 -0.5168 5.1612
H 0.0960 -2.0031 4.8209
H -1.2846 -1.4090 3.8381
H 0.0861 0.6882 3.1595
H 2.4826 -0.4162 4.6393
H 1.2987 0.6364 5.3413
H 3.9357 1.8320 5.2281
H 2.4574 2.5866 5.4528
H 3.6706 2.9585 4.0473
H 1.9862 -0.6944 2.3395
H 1.5731 -1.8634 2.9697
```

Summary:
ΔE to the lowest compared entry with this formula, charge and spin = 3.880 eV
Frontier orbital gap = 9.453 eV
Charge = 0
Electronic energy = -62462.278 eV
F_max = 7.8 eV/Å
Multiplicity = 1

---

# 4
A structure of composition C70H56BrClIKN5PS3 in a non-equilibrium geometry. Source: OMol25; level of theory: wB97M-V/def2-TZVPD.

```
139
C70H56BrClIKN5PS3 wB97M-V/def2-TZVPD
K 0.0906 0.1489 -0.6456
N 1.2011 2.0599 0.3244
S 1.2185 3.4981 0.3918
N -0.1662 4.4319 0.6534
S -1.1948 4.3199 1.7776
N -2.5334 3.5723 1.6235
S -2.7911 2.4230 0.4380
N -1.7707 1.4317 0.1975
C -4.3759 1.8544 1.0769
C -5.4183 2.7236 1.3611
C -6.6112 2.2057 1.8335
C -6.7532 0.8314 2.0079
C -5.7052 -0.0250 1.7107
C -4.5016 0.4888 1.2419
C -3.3643 3.4301 -0.9421
C -4.1998 2.7977 -1.8519
C -4.6138 3.4720 -2.9883
C -4.1865 4.7719 -3.2171
C -3.3470 5.3973 -2.3068
C -2.9353 4.7285 -1.1627
C -1.6815 5.9980 2.1340
C -1.0453 7.0541 1.5041
C -1.4620 8.3488 1.7806
C -2.4972 8.5695 2.6767
C -3.1357 7.4977 3.2914
C -2.7362 6.2020 3.0165
C -0.4440 3.7352 3.2774
C 0.0593 4.6059 4.2298
C 0.6879 4.0802 5.3476
C 0.7985 2.7053 5.4958
C 0.2919 1.8486 4.5275
C -0.3281 2.3565 3.3972
C 2.3330 4.1779 1.6372
C 3.1998 3.2526 2.1941
C 4.1022 3.6684 3.1642
C 4.1388 4.9987 3.5532
C 3.2749 5.9219 2.9747
C 2.3662 5.5121 2.0132
C 1.6719 4.3658 -1.1048
C 2.9429 4.8866 -1.2795
C 3.3028 5.3770 -2.5286
C 2.4057 5.3195 -3.5841
C 1.1404 4.7732 -3.3997
C 0.7680 4.2938 -2.1563
H -5.2948 3.7888 1.2092
H -7.4358 2.8692 2.0592
H -7.6915 0.4306 2.3694
H -5.8206 -1.0938 1.8356
H -3.6596 -0.1469 0.9883
H -4.5221 1.7784 -1.6778
H -5.2519 2.9704 -3.7029
H -4.5036 5.2963 -4.1090
H -3.0083 6.4102 -2.4831
H -2.2762 5.2264 -0.4650
H -0.2670 6.8532 0.7815
H -0.9811 9.1826 1.2873
H -2.8184 9.5804 2.8896
H -3.9515 7.6736 3.9794
H -3.2331 5.3534 3.4677
H -0.0297 5.6771 4.1049
H 1.0847 4.7460 6.1023
H 1.2845 2.2968 6.3722
H 0.3880 0.7780 4.6452
H -0.7171 1.7023 2.6204
H 3.1486 2.2217 1.8622
H 4.7801 2.9499 3.6064
H 4.8460 5.3234 4.3057
H 3.3105 6.9614 3.2752
H 1.6955 6.2250 1.5564
H 3.6520 4.8990 -0.4628
H 4.2925 5.7893 -2.6771
H 2.6960 5.6880 -4.5590
H 0.4486 4.7028 -4.2286
H -0.2058 3.8415 -2.0061
C -4.4134 -0.5533 5.1762
C -3.5586 -1.1922 4.1210
C -3.8836 -2.4066 3.5291
C -3.0902 -2.9155 2.5160
C -1.9772 -2.1761 2.1423
Br -0.9168 -2.8067 0.6956
N -1.6240 -1.0386 2.6981
C -2.4079 -0.5635 3.6641
H -5.2335 -1.2086 5.4669
H -4.8428 0.3800 4.8059
H -3.8325 -0.3203 6.0696
H -4.7665 -2.9480 3.8481
H -3.3228 -3.8464 2.0206
H -2.1100 0.3875 4.0919
Cl 2.1035 -0.2357 2.6194
C 3.1901 -1.5755 2.8355
C 3.5737 -1.9218 4.1203
C 4.4604 -2.9720 4.3012
C 4.9539 -3.6540 3.1993
C 4.5616 -3.2884 1.9205
C 3.6674 -2.2391 1.7088
P 3.0399 -1.7316 0.0568
C 3.9254 -2.9376 -0.9984
C 3.2623 -4.1316 -1.2751
C 3.8517 -5.0985 -2.0737
C 5.1073 -4.8736 -2.6199
C 5.7690 -3.6818 -2.3612
C 5.1833 -2.7187 -1.5519
C 3.9989 -0.1950 -0.2207
C 3.5799 0.6205 -1.2696
C 4.2802 1.7753 -1.5835
C 5.3836 2.1474 -0.8297
C 5.7932 1.3547 0.2346
C 5.1097 0.1839 0.5315
H 3.1789 -1.3710 4.9631
H 4.7636 -3.2523 5.3014
H 5.6483 -4.4731 3.3322
H 4.9545 -3.8276 1.0689
H 2.2670 -4.2943 -0.8764
H 3.3222 -6.0181 -2.2870
H 5.5628 -5.6198 -3.2583
H 6.7430 -3.4967 -2.7964
H 5.7012 -1.7862 -1.3648
H 2.7012 0.3679 -1.8541
H 3.9469 2.3894 -2.4110
H 5.9259 3.0543 -1.0698
H 6.6524 1.6421 0.8288
H 5.4456 -0.4371 1.3540
I -2.2107 0.2830 -3.4425
C -0.8729 0.3037 -5.0624
C -1.3289 0.8144 -6.2445
C -0.4784 0.8136 -7.3698
C 0.7713 0.2767 -7.2694
C 1.2400 -0.2679 -6.0484
C 2.5200 -0.8665 -5.9783
C 2.9376 -1.4088 -4.7973
C 2.1174 -1.3261 -3.6495
C 0.8680 -0.7352 -3.5984
C 0.4270 -0.2406 -4.8726
H -2.3343 1.2060 -6.3227
H -0.8327 1.2222 -8.3082
H 1.4272 0.2464 -8.1333
H 3.1380 -0.8973 -6.8691
H 3.9076 -1.8941 -4.7316
H 2.5370 -1.7649 -2.7479
```

Summary:
ΔE to the lowest compared entry with this formula, charge and spin = 1.147 eV
Frontier orbital gap = 5.297 eV
Charge = 0
Electronic energy = -229726.708 eV
F_max = 1.8 eV/Å
Multiplicity = 1